Record 1
17
Properties=species:S:1:pos:R:3:forces:R:3:nbo_charge:R:1 method="wB97M-V/def2-TZVPD" smiles="C=NNCC(=S)NC" e_above_lowest_ev=1.804 homo_energy_ev=-8.50 largest_force_ev_per_a=1.855 total_energy_ha=-720.20706 gap_ev=9.11 multiplicity=1
C -0.6849 1.8718 0.0124 -0.4 0.4 -1.1 -0.43
C -1.5956 -0.4747 -0.0193 -0.8 0.3 -0.3 0.12
C -0.2279 -0.9451 0.3315 0.7 -1.1 0.8 -0.34
C 2.5857 -0.9631 0.3318 -1.8 -0.4 0.3 -0.21
H -0.9793 2.7706 -0.5615 0.1 -0.4 0.4 0.22
H 0.2727 1.5852 -0.3906 0.4 -0.2 0.1 0.22
H -0.5883 2.1373 1.0558 -0.1 -0.1 0.4 0.20
H -2.6430 1.2092 -0.4764 1.3 -0.8 0.3 0.41
H 0.1808 -0.3218 1.1593 0.0 -0.1 -0.5 0.20
H -0.2830 -1.9856 0.7209 -0.1 0.7 -0.2 0.23
H 0.2538 -0.4495 -1.6765 0.3 -0.4 0.8 0.38
H 3.6249 -0.7913 0.3038 1.0 0.0 0.3 0.19
H 2.0703 -1.3723 1.2387 0.7 0.4 -0.7 0.16
N -1.6863 0.8444 -0.2675 -1.2 0.9 0.0 -0.58
N 0.6286 -0.9202 -0.8425 0.0 0.7 -0.8 -0.43
N 1.9710 -0.7162 -0.7598 -0.3 -0.1 0.3 -0.21
S -2.8997 -1.4786 -0.1602 0.3 0.1 0.1 -0.14


Record 2
97
Properties=species:S:1:pos:R:3:forces:R:3:mulliken_charge:R:1 method="wB97M-V/def2-TZVPD" charge=+2 homo_energy_ev=-12.47 largest_force_ev_per_a=0.460 total_energy_ha=-7002.14916 gap_ev=6.37 multiplicity=1
Pb -0.0453 -0.1155 -0.5266 0.2 -0.2 -0.4 2.00
C -5.1950 0.8276 -1.3043 0.0 0.0 0.1 -1.71
C -3.6793 1.0384 -1.2795 -0.1 0.0 0.1 0.51
C -3.1329 1.1514 -2.6991 0.0 -0.1 -0.1 -1.48
P -2.7196 -0.2420 -0.3800 0.0 0.3 0.1 1.10
C -3.3809 -1.9177 -0.7501 -0.1 0.0 0.1 0.55
C -2.3399 -3.0276 -0.6321 0.0 0.0 0.0 -1.51
C -4.5920 -2.2251 0.1375 0.0 -0.1 0.0 -1.42
C -2.7286 0.1276 1.3732 0.1 -0.2 0.0 0.60
C -3.6237 1.0094 1.9859 0.0 0.0 0.0 -0.76
C -3.4969 1.3433 3.3239 0.0 0.0 0.0 0.30
C -4.4684 2.2639 4.0039 -0.1 0.0 0.0 -1.55
C -2.4237 0.7852 4.0324 0.0 0.0 0.0 -1.17
C -1.5031 -0.0522 3.4379 0.0 0.0 0.0 0.02
C -1.6372 -0.4057 2.0872 -0.2 0.1 -0.2 -0.93
N -0.6999 -1.1459 1.3652 0.0 0.1 0.3 0.32
C 0.0075 -2.1855 1.9773 0.1 -0.1 -0.1 -0.51
C -0.6034 -2.9529 2.9815 0.0 0.0 -0.1 -0.01
C 0.0290 -4.0443 3.5386 0.1 0.0 0.0 -1.11
C 1.3000 -4.4543 3.1307 -0.1 0.1 0.0 0.18
C 1.9724 -5.6532 3.7333 0.0 0.0 0.1 -1.63
C 1.8994 -3.7125 2.1303 0.0 0.0 0.0 -0.37
C 1.2861 -2.5975 1.5425 0.0 0.1 0.1 -0.15
P 2.1073 -1.6769 0.2488 -0.1 0.2 0.0 0.48
C 3.5903 -0.7976 0.9086 0.1 -0.1 0.1 0.56
C 4.3797 -1.5973 1.9476 0.0 0.0 0.0 -1.68
C 3.1862 0.5547 1.4938 0.0 0.0 0.0 -1.32
C 2.6424 -2.7650 -1.1408 0.0 0.0 0.0 0.61
C 3.8916 -3.6093 -0.8861 0.0 0.0 0.0 -1.52
C 1.4760 -3.6330 -1.6041 -0.1 0.0 0.0 -1.35
H -5.6561 1.6546 -1.8448 0.0 0.0 0.0 0.51
H -5.6399 0.7895 -0.3109 0.0 0.0 0.0 0.29
H -5.4577 -0.0904 -1.8309 0.0 0.0 0.0 0.39
H -3.4538 1.9564 -0.7249 0.0 0.0 -0.1 0.54
H -3.2938 0.2269 -3.2585 0.0 0.0 0.0 0.40
H -2.0655 1.3684 -2.7110 0.0 0.0 0.0 -0.27
H -3.6431 1.9511 -3.2366 0.0 0.0 0.0 0.56
H -3.6906 -1.8346 -1.7985 0.0 0.0 0.0 0.61
H -2.0366 -3.1804 0.4025 0.0 0.0 0.0 0.28
H -1.4432 -2.8233 -1.2216 0.0 0.0 0.0 0.19
H -2.7739 -3.9566 -1.0014 0.0 0.0 0.0 0.57
H -4.2928 -2.2642 1.1856 0.0 0.0 0.0 0.26
H -4.9843 -3.2060 -0.1337 0.0 0.0 0.0 0.47
H -5.3988 -1.5040 0.0346 0.0 0.0 0.0 0.33
H -4.4460 1.4280 1.4187 0.0 0.0 0.0 0.25
H -5.3180 2.4875 3.3606 0.0 0.0 0.0 0.40
H -3.9945 3.2095 4.2721 0.0 0.0 0.0 0.28
H -4.8507 1.8195 4.9226 0.0 0.0 0.0 0.38
H -2.3075 1.0280 5.0823 0.0 0.0 0.0 0.47
H -0.6754 -0.4390 4.0166 0.0 0.0 0.0 0.59
H -1.5973 -2.6990 3.3234 0.0 0.1 0.0 0.54
H -0.4843 -4.6017 4.3130 0.0 0.0 0.0 0.42
H 1.5226 -5.9115 4.6905 0.0 0.0 0.0 0.39
H 3.0325 -5.4677 3.9051 0.0 0.0 0.0 0.39
H 1.8872 -6.5240 3.0816 0.0 0.0 0.0 0.33
H 2.8858 -4.0043 1.7940 0.0 0.0 0.0 0.29
H 4.2189 -0.6320 0.0261 0.0 0.0 0.0 0.71
H 3.7805 -1.7610 2.8440 0.0 0.0 0.0 0.36
H 5.2616 -1.0247 2.2361 0.0 0.0 0.0 0.52
H 4.7186 -2.5644 1.5829 0.0 0.0 0.0 0.35
H 2.4766 0.4296 2.3164 0.0 0.0 0.0 0.24
H 2.7411 1.2096 0.7435 0.0 0.0 0.0 0.17
H 4.0643 1.0636 1.8916 0.0 0.0 0.0 0.59
H 2.8822 -2.0473 -1.9342 0.0 0.0 0.0 0.37
H 3.7135 -4.3778 -0.1346 0.0 0.0 0.0 0.27
H 4.7476 -3.0094 -0.5830 0.0 0.0 0.0 0.39
H 4.1649 -4.1197 -1.8105 0.0 0.0 0.0 0.48
H 1.1855 -4.3496 -0.8345 0.0 0.0 0.0 0.25
H 1.7626 -4.1899 -2.4961 0.0 0.0 0.0 0.56
H 0.5924 -3.0426 -1.8605 0.0 0.0 0.0 0.09
Br 2.5443 5.1602 -1.0745 0.0 0.0 0.0 -0.10
C 1.3620 4.1460 -0.0353 0.0 -0.1 0.0 -0.80
C 0.7827 4.6627 1.1160 0.1 0.0 0.0 -0.27
C -0.0604 3.8513 1.8535 0.0 0.0 0.0 -1.02
C -0.3082 2.5584 1.4322 0.0 0.0 0.0 -0.32
N 0.2492 2.0702 0.3136 -0.1 -0.1 0.0 0.41
C 1.0674 2.8481 -0.4076 0.0 0.0 0.0 -0.51
H 0.9985 5.6757 1.4277 0.0 0.0 0.0 0.51
H -0.5253 4.2116 2.7599 0.0 0.0 0.0 0.57
H -0.9534 1.8999 1.9944 0.0 0.0 0.0 0.30
H 1.5081 2.4105 -1.2917 0.0 0.0 -0.1 1.03
C -0.8766 0.2585 -5.2602 0.0 0.0 0.0 -1.23
Ge 0.4750 1.1946 -4.2070 0.0 0.1 0.0 0.62
C 2.1836 1.1750 -5.1484 0.0 0.0 0.1 -1.36
C -0.0471 3.0372 -3.8084 0.0 0.0 -0.1 -1.08
C 0.9057 0.1310 -2.5584 0.0 0.0 0.1 -1.53
H -0.6072 0.3508 -6.3123 0.0 0.0 0.0 0.44
H -1.8721 0.6782 -5.1350 0.0 0.0 0.0 0.32
H -0.9101 -0.8052 -5.0232 0.0 0.0 0.0 0.41
H 2.0832 1.6725 -6.1128 0.0 0.0 0.0 0.41
H 2.5160 0.1535 -5.3323 0.0 0.0 0.0 0.40
H 2.9580 1.6940 -4.5829 0.0 0.0 0.0 0.39
H -0.2472 3.5400 -4.7561 0.0 0.0 0.0 0.51
H 0.7533 3.5949 -3.3250 0.1 0.0 0.1 0.29
H -0.9491 3.1129 -3.2029 0.0 0.0 0.0 0.31
H 1.9281 0.3637 -2.2426 0.0 0.0 0.0 0.58
H 0.9158 -0.9290 -2.8324 0.0 0.0 -0.1 0.46


Record 3
5
Properties=species:S:1:pos:R:3:forces:R:3:nbo_charge:R:1 method="wB97M-V/def2-TZVPD" smiles=C#S#C e_above_lowest_ev=6.092 homo_energy_ev="-8.98 / -9.12" largest_force_ev_per_a=4.429 total_energy_ha=-475.31185 gap_ev="7.52 / 8.11" multiplicity=1
C -1.6160 0.2698 0.0973 2.5 -0.1 -0.2 -0.49
C 1.6243 0.2832 -0.0241 -3.7 1.8 -1.7 -0.49
S 0.0714 -0.1747 0.0363 -1.9 0.2 -0.3 0.60
H -2.3183 -0.1253 -0.6923 1.2 -0.1 0.4 0.19
H 2.2386 -0.2530 0.5829 1.9 -1.8 1.8 0.18


Record 4
18
Properties=species:S:1:pos:R:3:forces:R:3:nbo_charge:R:1 method="wB97M-V/def2-TZVPD" e_above_lowest_ev=2.536 homo_energy_ev=-8.33 largest_force_ev_per_a=3.109 total_energy_ha=-397.47476 gap_ev=8.81 multiplicity=1
C 1.1459 -1.0255 -0.8622 -0.9 0.5 -1.3 -0.42
N -0.1061 -0.8148 -0.1978 -0.4 0.0 0.2 -0.60
C -0.4133 -0.0136 0.8864 -1.5 0.7 -0.9 0.67
N -1.7921 0.1555 0.9830 -0.1 -2.2 -2.2 -0.82
N 0.3576 0.7136 1.6389 0.6 -0.7 -2.2 -0.96
H 1.2079 -1.9790 -1.3689 -0.4 -0.8 0.6 0.19
H 1.1970 -0.3868 -1.7928 0.9 0.4 1.6 0.20
H 1.7601 -1.0375 -0.0169 2.5 0.7 0.3 0.23
H -0.8093 -1.1728 -0.7908 -1.5 0.2 0.1 0.38
H -2.4773 -0.2568 0.2970 1.3 0.7 1.3 0.38
H -2.1331 0.7366 1.6869 -0.4 0.9 1.0 0.40
H 0.5504 0.4066 2.5415 -0.4 -0.3 1.7 0.36
H -2.6568 0.0461 -4.5383 -0.3 0.4 -0.9 0.48
H -1.8751 1.5320 -4.4001 -1.1 -2.8 0.4 0.49
O -2.1241 0.6226 -4.0041 1.4 2.3 0.5 -0.97
H 2.1238 0.4570 2.9049 0.8 0.4 0.0 0.48
H 3.1971 1.4772 3.4789 -0.9 -1.8 -0.1 0.47
O 2.8475 0.5396 3.5543 0.4 1.4 -0.1 -0.96